1.
{"formula": "C7H14N", "method": "the ωB97M-V functional and the def2-TZVPD basis", "elements": ["C", "C", "C", "C", "C", "C", "C", "N", "H", "H", "H", "H", "H", "H", "H", "H", "H", "H", "H", "H", "H", "H"], "positions_angstrom": [[1.042, -1.327, -0.468], [0.993, 0.077, -0.067], [1.901, 0.552, 1.066], [0.851, 0.995, -1.336], [-0.326, 0.726, -0.450], [-1.220, 1.456, 0.501], [-1.762, 0.372, -0.475], [-2.103, -0.955, 0.136], [0.903, -1.995, 0.409], [2.018, -1.488, -0.846], [0.272, -1.657, -1.198], [1.888, -0.027, 1.958], [1.522, 1.647, 1.520], [2.932, 0.580, 0.710], [0.962, 0.476, -2.296], [1.217, 1.983, -1.477], [-1.740, 2.427, 0.609], [-1.028, 1.060, 1.471], [-2.416, 0.571, -1.246], [-1.174, -1.403, 0.395], [-2.703, -1.561, -0.505], [-2.529, -0.975, 1.004]], "gap_ev": 10.1867, "e_homo_ev": -13.71, "de_lowest_kj_mol": 241.5, "smiles": "CC1(C)C[C@]12C[C@@H]2[NH3+]", "multiplicity": 1, "charge": 1}



2.
{"formula": "C7H14N", "method": "the ωB97M-V functional and the def2-TZVPD basis", "elements": ["C", "C", "C", "C", "C", "C", "C", "N", "H", "H", "H", "H", "H", "H", "H", "H", "H", "H", "H", "H", "H", "H"], "positions_angstrom": [[0.188, 1.770, 2.109], [0.258, -2.112, 0.547], [-0.619, 0.946, 1.517], [1.850, 0.263, -0.158], [-0.174, 0.869, -1.618], [-1.679, -1.221, -0.532], [0.424, -0.014, -0.492], [-0.183, -1.224, -0.184], [-0.217, 2.151, 3.012], [1.223, 2.189, 1.943], [1.287, -1.932, 0.794], [-0.421, -2.885, 0.878], [-1.622, 0.595, 1.619], [2.193, 1.051, -0.904], [2.520, -0.597, -0.063], [1.997, 0.821, 0.775], [0.150, 1.934, -1.675], [0.075, 0.439, -2.513], [-1.170, 0.974, -1.548], [-2.231, -1.978, 0.134], [-1.961, -1.527, -1.511], [-2.081, -0.276, -0.380]], "gap_ev": [7.9482, 7.7060], "e_homo_ev": [-12.50, -12.59], "de_lowest_kj_mol": 492.8, "multiplicity": 1, "charge": 1}



3.
{"formula": "C7H14N", "method": "the ωB97M-V functional and the def2-TZVPD basis", "elements": ["C", "C", "C", "C", "C", "C", "N", "C", "H", "H", "H", "H", "H", "H", "H", "H", "H", "H", "H", "H", "H", "H"], "positions_angstrom": [[2.840, 0.468, -0.086], [1.500, 0.600, -0.183], [0.510, 1.607, 0.191], [-0.716, 0.476, -0.003], [-1.314, -0.135, 1.310], [-1.912, 0.629, -0.933], [0.447, -0.426, -0.568], [0.767, -1.793, -0.115], [3.291, -0.449, -0.368], [3.508, 1.220, 0.241], [0.777, 2.052, 1.086], [0.452, 2.340, -0.587], [-1.768, -1.045, 1.123], [-2.094, 0.568, 1.833], [-0.482, -0.277, 2.042], [-2.253, -0.414, -1.298], [-1.632, 1.239, -1.827], [-2.699, 1.005, -0.343], [0.450, -0.463, -1.631], [0.298, -2.485, -0.876], [1.798, -1.763, -0.210], [0.269, -2.073, 0.820]], "gap_ev": 11.2754, "e_homo_ev": -14.39, "de_lowest_kj_mol": 170.7, "smiles": "C=C1CC(C)(C)[N@@H+]1C", "multiplicity": 1, "charge": 1}



4.
{"formula": "C7H14N", "method": "the ωB97M-V functional and the def2-TZVPD basis", "elements": ["C", "C", "C", "C", "C", "C", "C", "N", "H", "H", "H", "H", "H", "H", "H", "H", "H", "H", "H", "H", "H", "H"], "positions_angstrom": [[0.904, 1.756, 1.320], [1.567, 0.613, 1.227], [1.073, -0.683, 0.714], [1.820, -1.770, 0.558], [-0.438, -0.793, 0.656], [-0.934, -0.442, -0.774], [-2.329, 0.203, -0.918], [0.048, 0.478, -1.495], [1.238, 2.682, 1.781], [-0.130, 2.006, 1.042], [2.554, 0.517, 1.689], [2.901, -1.739, 0.481], [1.476, -2.807, 0.549], [-0.943, -0.145, 1.370], [-0.796, -1.778, 0.928], [-0.962, -1.357, -1.467], [-2.128, 1.255, -0.637], [-2.746, -0.005, -1.891], [-3.015, -0.100, -0.126], [0.467, 1.251, -0.940], [-0.380, 1.036, -2.239], [0.751, -0.179, -1.827]], "gap_ev": 9.8557, "e_homo_ev": -13.16, "de_lowest_kj_mol": 101.7, "smiles": "C=CC(=C)C[C@@H](C)[NH3+]", "multiplicity": 1, "charge": 1}



5.
{"formula": "C7H14N2", "method": "the ωB97M-V functional and the def2-TZVPD basis", "elements": ["C", "C", "C", "N", "C", "N", "H", "H", "H", "H", "H", "H", "C", "C", "C", "H", "H", "H", "H", "H", "H", "H", "H"], "positions_angstrom": [[1.402, 1.556, -1.564], [1.362, 1.344, -0.101], [1.102, 0.109, 0.530], [0.584, 0.435, 1.802], [0.661, 1.771, 1.884], [0.968, 2.363, 0.728], [2.242, 2.220, -1.934], [0.359, 1.956, -1.673], [1.496, 0.597, -2.062], [0.915, -0.743, -0.066], [0.428, -0.153, 2.583], [0.641, 2.321, 2.789], [-1.902, -3.065, -0.072], [-1.469, -2.355, -1.389], [-1.643, -0.852, -1.134], [-1.574, -4.142, -0.108], [-2.971, -3.009, 0.112], [-1.570, -2.561, 0.846], [-0.435, -2.601, -1.648], [-2.230, -2.591, -2.202], [-2.147, -0.814, -0.143], [-0.738, -0.228, -1.195], [-2.257, -0.496, -1.953]], "gap_ev": 9.2705, "e_homo_ev": -8.41, "de_lowest_kj_mol": 137.6, "smiles": "Cc1c[nH]cn1.CCC", "multiplicity": 1}



6.
{"formula": "C7H14N2", "method": "the ωB97M-V functional and the def2-TZVPD basis", "elements": ["C", "C", "N", "C", "C", "C", "C", "C", "N", "H", "H", "H", "H", "H", "H", "H", "H", "H", "H", "H", "H", "H", "H"], "positions_angstrom": [[-2.368, 0.929, 0.982], [-1.205, 0.393, 0.227], [-1.238, -0.270, -0.892], [0.110, -0.748, -0.861], [0.883, -0.572, -2.148], [0.317, -2.116, -0.239], [0.229, 0.441, 0.572], [1.045, 1.615, 0.058], [0.613, 0.015, 1.862], [-2.629, 0.267, 1.813], [-2.150, 1.916, 1.392], [-3.230, 0.992, 0.319], [0.732, -1.432, -2.806], [1.953, -0.498, -1.941], [0.565, 0.325, -2.676], [1.369, -2.275, 0.004], [-0.262, -2.221, 0.676], [0.002, -2.889, -0.945], [2.096, 1.341, -0.061], [0.674, 1.959, -0.903], [1.007, 2.434, 0.786], [1.542, 0.269, 2.172], [-0.056, 0.127, 2.610]], "gap_ev": 8.7721, "e_homo_ev": -7.87, "de_lowest_kj_mol": 144.7, "smiles": "CC1=NC(C)(C)[C@]1(C)N", "multiplicity": 1}



7.
{"formula": "C7H14N2", "method": "the ωB97M-V functional and the def2-TZVPD basis", "elements": ["H", "N", "C", "C", "C", "C", "N", "C", "C", "C", "H", "H", "H", "H", "H", "H", "H", "H", "H", "H", "H", "H", "H"], "positions_angstrom": [[-2.520, 0.015, 1.746], [-1.510, 0.072, 1.630], [-1.064, -0.599, 0.622], [-1.957, -1.187, -0.443], [0.376, -0.440, 0.294], [1.259, -0.387, 1.537], [0.925, -1.389, -0.639], [0.469, 1.154, -0.385], [-0.198, 2.098, 0.216], [1.329, 1.201, -1.595], [-1.751, -2.250, -0.577], [-3.004, -1.074, -0.169], [-1.804, -0.686, -1.399], [2.274, -0.110, 1.256], [0.876, 0.338, 2.246], [1.278, -1.364, 2.022], [1.200, -2.249, -0.181], [0.323, -1.591, -1.424], [-0.963, 1.696, 1.011], [-0.188, 3.142, -0.049], [0.876, 0.651, -2.420], [2.286, 0.723, -1.397], [1.487, 2.235, -1.901]], "gap_ev": 9.6534, "e_homo_ev": -8.81, "de_lowest_kj_mol": 155.8, "smiles": "[H]/N=C(\\C)[C@@](C)(N)C(=C)C", "multiplicity": 1}



8.
{"formula": "C7H14N2", "method": "the ωB97M-V functional and the def2-TZVPD basis", "elements": ["C", "C", "C", "N", "C", "N", "H", "H", "H", "H", "H", "H", "C", "C", "C", "H", "H", "H", "H", "H", "H", "H", "H"], "positions_angstrom": [[-2.619, 0.761, -0.193], [-1.919, 0.095, -1.386], [-0.976, 0.738, -2.331], [-0.654, -0.256, -3.416], [-1.392, -1.332, -3.028], [-2.060, -1.204, -1.902], [-3.278, 1.608, -0.486], [-1.930, 1.260, 0.457], [-3.179, -0.048, 0.377], [-0.659, 1.703, -2.268], [-0.375, -0.115, -4.371], [-1.434, -2.277, -3.451], [1.546, 1.239, 1.826], [2.037, -0.095, 2.674], [1.925, -1.307, 1.670], [2.238, 1.973, 2.296], [0.486, 1.389, 1.893], [2.017, 1.118, 0.811], [3.027, 0.107, 2.990], [1.383, -0.302, 3.468], [2.305, -2.162, 2.182], [0.996, -1.729, 1.349], [2.514, -1.164, 0.838]], "gap_ev": 9.3775, "e_homo_ev": -8.39, "de_lowest_kj_mol": 214.3, "smiles": "Cc1c[nH]cn1.CCC", "multiplicity": 1}



9.
{"formula": "C7H14N2O4", "method": "the ωB97M-V functional and the def2-TZVPD basis", "elements": ["C", "C", "N", "C", "O", "N", "C", "C", "O", "O", "C", "C", "O", "H", "H", "H", "H", "H", "H", "H", "H", "H", "H", "H", "H", "H", "H"], "positions_angstrom": [[-0.612, -1.485, 3.131], [-0.028, -0.055, 2.792], [-1.058, 0.957, 2.937], [0.416, -0.066, 1.284], [1.459, -0.634, 1.084], [-0.400, 0.655, 0.516], [-0.465, 0.439, -0.910], [-0.321, -1.008, -1.278], [0.361, -1.784, -0.729], [-1.094, -1.313, -2.331], [0.286, 1.374, -1.817], [1.715, 1.512, -1.528], [-0.056, 1.210, -3.236], [-1.069, -1.334, 4.091], [0.115, -2.316, 3.405], [-1.404, -1.840, 2.523], [0.843, 0.031, 3.414], [-0.980, 1.835, 3.264], [-1.835, 0.630, 3.544], [-1.298, 0.922, 1.001], [-1.557, 0.674, -1.300], [-0.813, -2.171, -2.693], [-0.093, 2.374, -1.503], [2.082, 2.187, -2.321], [2.280, 0.569, -1.718], [1.906, 1.837, -0.480], [0.728, 1.208, -3.744]], "gap_ev": 9.3568, "e_homo_ev": -8.65, "de_lowest_kj_mol": 176.6, "smiles": "C[C@H](N)C(=O)N[C@H](C(=O)O)[C@@H](C)O", "multiplicity": 1}



10.
{"formula": "C7H14N2OP2Tm", "method": "the ωB97M-V functional and the def2-TZVPD basis", "elements": ["C", "O", "C", "P", "P", "N", "C", "C", "C", "C", "C", "N", "H", "H", "H", "H", "H", "H", "H", "H", "H", "H", "H", "H", "H", "H", "Tm"], "positions_angstrom": [[-0.965, -1.806, 2.131], [-1.101, -1.877, 0.666], [-2.054, -0.878, 0.155], [-1.238, 0.563, -0.825], [-0.493, 2.336, -1.868], [-0.406, 3.641, -0.863], [0.563, -0.030, -0.357], [1.176, 0.649, 0.953], [2.652, 0.200, 1.477], [3.271, -0.949, 0.500], [2.439, -1.422, -0.787], [1.097, -1.039, -1.307], [-1.543, -2.699, 2.666], [-1.251, -0.763, 2.595], [0.182, -1.976, 2.410], [-2.744, -0.430, 1.019], [-2.823, -1.383, -0.604], [-1.865, 0.142, -2.085], [-2.005, 1.475, 0.032], [0.801, 2.079, -2.460], [-1.478, 2.667, -2.900], [-0.697, 3.372, 0.103], [0.570, 1.468, 1.541], [3.222, 0.583, 2.426], [4.324, -1.424, 0.739], [2.989, -2.239, -1.467], [-2.622, -0.256, -3.892]], "gap_ev": [5.4091, 4.3899], "e_homo_ev": [-18.07, -17.95], "multiplicity": 3, "charge": 3}



11.
{"formula": "C7H14N2OSi", "method": "the ωB97M-V functional and the def2-TZVPD basis", "elements": ["C", "C", "C", "C", "C", "N", "Si", "C", "C", "O", "N", "H", "H", "H", "H", "H", "H", "H", "H", "H", "H", "H", "H", "H", "H"], "positions_angstrom": [[3.466, -1.176, 0.093], [2.206, -0.412, 0.030], [2.076, 1.023, -0.121], [0.754, 1.277, -0.248], [0.073, 2.587, -0.534], [0.128, 0.033, -0.057], [-1.622, -0.378, -0.049], [-1.816, -2.376, 0.000], [-2.567, 0.205, 1.428], [-2.243, 0.228, -1.489], [1.034, -0.948, 0.045], [4.197, -0.565, 0.681], [3.270, -2.269, 0.451], [3.888, -1.148, -1.017], [2.936, 1.724, -0.381], [-0.948, 2.303, -0.830], [0.153, 3.134, 0.402], [0.735, 2.943, -1.479], [-2.099, -2.684, -0.957], [-0.982, -2.846, 0.317], [-2.564, -2.643, 0.763], [-2.464, 1.425, 1.487], [-3.618, 0.093, 1.267], [-2.301, -0.175, 2.365], [-1.695, 0.643, -2.167]], "gap_ev": 9.6071, "e_homo_ev": -8.92, "de_lowest_kj_mol": 0.0, "smiles": "Cc1cc(C)n([Si](C)(C)O)n1", "multiplicity": 1}



12.
{"formula": "C7H14N3OW", "method": "the ωB97M-V functional and the def2-TZVPD basis", "elements": ["C", "W", "N", "H", "H", "H", "H", "H", "H", "H", "H", "N", "C", "O", "C", "C", "C", "N", "C", "C", "H", "H", "H", "H", "H", "H"], "positions_angstrom": [[3.115, -2.195, -1.116], [1.362, 0.163, -1.909], [2.359, 1.819, -2.620], [0.404, -0.287, -3.254], [2.054, 2.168, -3.513], [4.059, -1.745, -0.697], [3.366, -2.838, -1.998], [2.174, -1.588, -1.332], [2.842, -2.985, -0.390], [2.317, 2.622, -1.973], [3.363, 1.618, -2.714], [-4.164, -0.062, 2.513], [-2.934, 0.477, 2.794], [-2.733, 1.067, 3.837], [-1.877, 0.353, 1.733], [-2.138, -0.144, 0.448], [-1.127, -0.241, -0.525], [0.137, 0.227, -0.251], [0.408, 0.680, 1.019], [-0.563, 0.766, 1.993], [-4.854, -0.076, 3.277], [-4.322, -0.742, 1.791], [-3.121, -0.461, 0.169], [-1.314, -0.661, -1.511], [1.460, 0.938, 1.250], [-0.275, 1.129, 2.978]], "gap_ev": [6.8554, 5.9944], "e_homo_ev": [-10.70, -9.84], "de_lowest_kj_mol": 68.8, "multiplicity": 3, "charge": 1}